A) 18
Properties=species:S:1:pos:R:3 method="wB97M-V/def2-TZVPD" gap_ev=10.42 homo_ha=-0.361 charge=0
N -0.136 -1.339 0.691
C 0.150 0.209 0.668
C 1.460 0.580 1.316
O 1.760 -0.132 2.500
C 0.234 0.805 -0.758
O -1.133 1.036 -1.197
H 0.427 -1.604 -0.138
H -1.101 -1.447 0.460
H -0.572 0.750 1.171
H 1.348 1.661 1.602
H 2.339 0.424 0.673
H 2.649 -0.515 2.382
H 0.571 0.077 -1.577
H 0.754 1.750 -0.689
H -1.911 0.668 -1.520
O -2.665 -1.080 -1.725
H -2.282 -1.060 -2.612
H -1.892 -0.783 -1.247



B) 18
Properties=species:S:1:pos:R:3 method="wB97M-V/def2-TZVPD" gap_ev=9.97 homo_ha=-0.350 charge=0
C -1.220 0.827 -1.283
N -1.387 -0.613 -0.869
C -0.381 -1.274 -0.164
C 0.301 -2.462 -0.845
O -0.229 -1.008 1.029
H -0.862 1.557 -0.524
H -0.729 0.908 -2.293
H -2.375 1.253 -1.480
H -2.107 -1.230 -1.133
H 1.337 -2.144 -0.456
H -0.082 -2.360 -1.788
H -0.040 -3.398 -0.324
O 3.057 2.314 0.359
H 2.659 2.256 1.173
H 2.902 1.472 -0.126
O 0.062 1.262 3.156
H -0.376 0.565 2.624
H -0.531 2.076 2.944



Which is most stable, and by how much? B), by 60.2 kJ/mol.